Record 1
C26H35N3O4 as an isolated structure at a distorted geometry. Source: OMol25; level of theory: wB97M-V/def2-TZVPD.

Element x y z (Å)
1 C -8.60 1.81 1.40
2 H -9.16 2.15 0.53
3 O -7.48 1.06 0.78
4 C -6.73 1.44 -0.15
5 C -6.78 2.60 -0.75
6 C -5.95 3.11 -1.49
7 C -5.04 2.20 -1.87
8 C -4.94 1.04 -1.70
9 C -5.87 0.60 -0.72
10 C -5.73 -0.89 -0.14
11 N -4.47 -1.10 0.08
12 C -3.96 -2.18 -0.80
13 O -4.46 -3.08 -1.63
14 C -2.36 -2.45 -0.39
15 C -2.14 -2.98 0.90
16 C -0.72 -3.30 1.36
17 C 0.25 -2.21 0.95
18 C -0.08 -1.67 -0.46
19 C -1.41 -1.21 -0.83
20 H -1.84 -0.41 -0.03
21 H -1.72 -1.04 -1.90
22 H 0.43 -0.64 -0.63
23 H 0.27 -2.31 -1.16
24 H -0.12 -1.17 1.75
25 C 1.69 -2.22 0.88
26 N 2.66 -1.23 0.92
27 C 3.21 -1.24 -0.25
28 C 4.01 0.12 -0.86
29 N 4.31 1.15 -0.38
30 C 4.46 1.62 0.95
31 H 3.68 1.25 1.42
32 C 5.78 1.42 1.36
33 H 5.86 1.86 2.53
34 C 6.85 2.02 0.61
35 C 8.24 1.84 1.20
36 H 9.06 2.63 0.64
37 H 8.37 2.28 2.05
38 H 8.51 0.87 1.46
39 C 6.75 1.70 -0.79
40 H 7.36 2.33 -1.35
41 C 5.43 1.78 -1.19
42 H 5.13 1.52 -2.12
43 H 5.00 2.88 -1.33
44 H 6.97 0.46 -0.83
45 H 6.57 3.29 0.58
46 H 6.19 0.31 1.50
47 H 4.27 2.61 0.91
48 C 4.25 -0.96 -2.04
49 O 4.65 -0.50 -3.26
50 C 3.22 -1.86 -1.37
51 O 3.04 -3.02 -1.73
52 H 2.43 -0.42 1.49
53 H 2.19 -3.11 0.33
54 H 1.90 -2.84 2.25
55 H -0.36 -3.63 2.39
56 H -0.31 -4.00 0.81
57 H -2.46 -2.23 1.64
58 H -2.81 -3.84 1.31
59 H -2.06 -3.26 -1.06
60 H -3.69 -0.78 0.98
61 H -6.26 -0.99 0.73
62 H -6.17 -1.53 -0.77
63 H -4.14 0.33 -2.03
64 H -4.39 2.62 -2.68
65 H -5.91 4.11 -1.86
66 H -7.50 3.41 -0.19
67 H -9.20 1.10 2.08
68 H -8.17 2.79 1.97

Values from the calculation:
- Kohn-Sham gap: 7.44 eV
- Molecular weight: 453.6 g/mol
- Relative energy (zero: lowest compared OMol25 entry of this formula, charge and spin): 552.2 kcal per mole
- HOMO level: -7.4 eV
- Charge: 0
- Max |F|: 0.3536 hartree/bohr
- LUMO energy: -0.01 eV
- Multiplicity: 1


Record 2
A single C26H35N3O5 molecule. Source: OMol25; level of theory: wB97M-V/def2-TZVPD.

Element x y z (Å)
1 C -6.92 2.60 4.29
2 H -7.59 2.11 3.58
3 H -7.13 2.23 5.30
4 H -7.09 3.68 4.25
5 O -5.63 2.26 3.87
6 C -4.55 2.67 4.63
7 C -4.68 3.49 5.73
8 C -3.58 3.83 6.50
9 C -2.34 3.36 6.15
10 C -2.19 2.56 5.03
11 C -3.28 2.20 4.23
12 N -3.16 1.34 3.15
13 C -3.71 1.72 1.86
14 C -2.67 2.48 1.04
15 N -1.44 1.75 0.83
16 C -0.91 1.26 2.09
17 C -1.96 0.55 2.96
18 H -1.54 0.29 3.93
19 H -2.27 -0.38 2.47
20 H -0.07 0.59 1.90
21 H -0.53 2.13 2.63
22 C -1.32 0.92 -0.35
23 C 0.13 0.96 -0.87
24 H 0.44 1.99 -0.99
25 H 0.79 0.49 -0.14
26 C 0.23 0.21 -2.20
27 N -0.23 -1.15 -2.04
28 C 0.48 -2.27 -2.29
29 O -0.02 -3.38 -2.23
30 C 1.93 -2.09 -2.64
31 C 2.38 -2.58 -3.85
32 C 3.72 -2.50 -4.20
33 C 4.64 -1.94 -3.29
34 C 4.17 -1.46 -2.05
35 C 2.82 -1.54 -1.73
36 H 2.46 -1.19 -0.78
37 O 5.13 -0.95 -1.23
38 C 4.74 -0.45 0.02
39 H 4.04 0.39 -0.07
40 H 5.66 -0.10 0.49
41 H 4.29 -1.23 0.65
42 O 5.98 -1.77 -3.49
43 C 6.68 -2.62 -4.36
44 H 6.44 -3.67 -4.18
45 H 7.73 -2.45 -4.14
46 H 6.49 -2.38 -5.41
47 O 4.21 -2.92 -5.41
48 C 3.33 -3.59 -6.28
49 H 2.53 -2.93 -6.64
50 H 3.94 -3.89 -7.13
51 H 2.89 -4.48 -5.82
52 H 1.66 -3.02 -4.52
53 C -1.60 -1.24 -1.59
54 C -1.76 -0.55 -0.24
55 H -2.80 -0.62 0.07
56 H -1.14 -1.07 0.50
57 H -1.85 -2.30 -1.52
58 H -2.26 -0.77 -2.33
59 H 1.26 0.22 -2.57
60 H -0.40 0.71 -2.94
61 H -1.95 1.40 -1.11
62 H -3.08 2.77 0.07
63 H -2.41 3.40 1.59
64 H -4.60 2.34 2.01
65 H -4.01 0.80 1.34
66 H -1.20 2.21 4.77
67 H -1.47 3.61 6.74
68 H -3.71 4.47 7.36
69 H -5.66 3.85 6.03

Values from the calculation:
- Kohn-Sham gap: 7.89 eV
- Molecular weight: 469.6 g/mol
- Relative energy (zero: lowest compared OMol25 entry of this formula, charge and spin): 102.5 kcal per mole
- HOMO level: -7.2 eV
- Charge: 0
- Max |F|: 0.0115 hartree/bohr
- LUMO energy: 0.66 eV
- Multiplicity: 1